Entry from the Open Molecules 2025 dataset: C14H23N3O2 as an isolated structure in a non-equilibrium geometry (ωB97M-V with the def2-TZVPD basis set).

Output
Orbital gap: 0.307 Ha
DFT total energy: -861.56128 hartree
Lowest unoccupied orbital energy: 0.4 eV
ΔE to the lowest compared entry with this formula, charge and spin: 12.886 eV
Total charge: 0

Each line ends with the Löwdin charge.
Cartesian coordinates (Å):
O1 2.168 -0.497 1.637  -0.1770
O2 -4.179 -3.486 2.560  -0.1229
N1 -1.193 -1.436 -0.616  0.1473
N2 -1.935 -2.507 1.199  -0.0832
N3 0.322 -1.530 1.334  0.2077
C1 1.910 0.815 -1.162  -0.2456
C2 1.048 -0.340 -0.566  -0.1470
C3 -3.186 -2.689 0.620  -0.1738
C4 3.554 5.407 -1.580  -0.1576
C5 2.480 4.363 -0.973  -0.2392
C6 -0.100 -0.655 -1.197  -0.2123
C7 -0.820 -1.812 0.777  -0.1681
C8 -3.004 -3.942 2.931  -0.3133
C9 1.124 -0.793 0.637  -0.3212
C10 -1.980 -3.042 2.480  -0.2333
C11 1.725 2.036 -0.777  -0.3186
C12 2.779 2.864 -1.266  -0.2415
C13 -4.249 -2.410 1.614  -0.1086
C14 -0.598 -0.157 -2.534  -0.0022
H1 3.431 5.370 -2.680  0.0519
H2 -2.895 -4.798 2.221  0.1189
H3 2.863 2.868 -2.272  0.0712
H4 -1.512 -0.563 -2.764  0.0426
H5 2.930 0.339 -0.818  0.1708
H6 0.729 2.285 -1.307  0.1757
H7 -5.382 -2.727 0.876  0.2357
H8 1.745 2.280 0.266  0.1491
H9 -3.242 -2.221 -0.280  0.0568
H10 3.545 6.552 -1.258  0.0871
H11 -3.003 -4.061 0.143  0.2420
H12 0.295 -0.653 -3.181  0.1497
H13 0.348 -1.925 2.211  0.1373
H14 -1.885 -2.347 3.342  0.1425
H15 3.879 2.563 -1.107  0.1695
H16 2.633 4.598 0.108  0.0922
H17 4.630 5.365 -1.167  0.0733
H18 -0.425 0.833 -2.725  0.0372
H19 -4.201 -1.519 1.968  0.0586
H20 -2.893 -4.415 4.021  0.1857
H21 2.025 0.535 -2.258  0.1527
H22 -0.943 -3.508 2.753  0.1630
H23 1.462 4.960 -1.210  0.1468